(1)
# C31H21IrN8O5S

C31H21IrN8O5S as an isolated structure (ωB97M-V with the def2-TZVPD basis set, the OMol25 dataset).

relative energy (zero: lowest compared OMol25 entry of this formula, charge and spin) = 232.47 kJ/mol
<S²> = 0.7708
Kohn-Sham gap (spin up / spin down) = 0.2454 / 0.2034 Ha

Structure (ORCA input):
```
! wB97M-V def2-TZVPD RIJCOSX def2/J DEFGRID3
* xyz 1 2
Ir 0.74343 -0.06714 0.26332
O -3.23293 4.01762 0.16067
C -3.12904 3.45613 -1.04877
C -4.08000 3.83984 -1.99765
C -4.06749 3.30197 -3.26261
C -3.09907 2.36296 -3.63587
C -2.14718 1.99289 -2.72395
C -2.13282 2.52576 -1.41765
C -1.12249 2.03258 -0.49974
O -0.20477 1.24825 -0.96102
N -1.18655 2.42070 0.79853
N -0.29572 1.77558 1.50130
C -0.28816 1.79372 2.80081
C 0.73128 1.14379 3.53227
C 0.56413 0.96036 4.93022
C 1.49980 0.30619 5.67157
C 2.68215 -0.15870 5.04664
C 2.90096 0.04334 3.71436
C 1.92485 0.66625 2.90179
O 2.14446 0.79764 1.61742
H -2.55094 3.63159 0.74571
H -4.82713 4.56374 -1.70148
H -4.81971 3.61186 -3.97704
H -3.10402 1.93838 -4.63054
H -1.38578 1.26989 -2.98316
H -1.10071 2.28761 3.33501
H -0.34062 1.33188 5.39802
H 1.35429 0.15779 6.73274
H 3.41614 -0.69489 5.63504
H 3.80389 -0.30104 3.22679
S 2.64198 -2.17232 -6.66792
N 3.39904 -1.19592 -5.63553
C 2.64887 -1.13723 -4.55040
C 2.95409 -0.38525 -3.34331
C 4.05715 0.45534 -3.19148
C 4.22466 1.12612 -1.99935
C 3.30985 0.92146 -0.96919
N 2.26538 0.10889 -1.11518
C 2.06714 -0.51532 -2.28423
C 0.84665 -1.27416 -2.38647
N 0.03262 -1.22677 -1.31221
C -1.17041 -1.79272 -1.39615
C -1.58415 -2.48046 -2.53513
C -0.73620 -2.58162 -3.61293
C 0.50402 -1.94958 -3.54898
C 1.46353 -1.91503 -4.64292
N 1.34298 -2.54909 -5.79467
H 4.74643 0.57065 -4.01828
H 5.04855 1.80882 -1.85077
H 3.40448 1.40683 -0.00750
H -1.82450 -1.68293 -0.55375
H -2.56939 -2.92355 -2.55156
H -1.01234 -3.11625 -4.51281
C 0.27670 -3.33142 3.82352
N -0.60647 -2.43231 3.07690
C -1.95838 -2.31904 3.34512
C -2.77209 -1.52538 2.63098
C -2.23797 -0.73219 1.52607
O -2.88846 -0.00246 0.79993
N -0.87275 -0.90264 1.33243
C -0.10823 -1.70925 2.04800
O 1.11178 -1.73094 1.71129
H -0.33118 -4.05201 4.36303
H 0.89173 -2.76759 4.52380
H 0.93031 -3.85215 3.12905
H -2.31422 -2.92420 4.16723
H -3.83151 -1.47486 2.83060
*
```

(2)
# C31H22Cl4CrF9N2O2PSSi

C31H22Cl4CrF9N2O2PSSi as an isolated structure (ωB97M-V with the def2-TZVPD basis set, the OMol25 dataset).

relative energy (zero: lowest compared OMol25 entry of this formula, charge and spin) = 120.08 kJ/mol
<S²> = 0.7659
Kohn-Sham gap (spin up / spin down) = 0.2655 / 0.2807 Ha

Structure (ORCA input):
```
! wB97M-V def2-TZVPD RIJCOSX def2/J DEFGRID3
* xyz 1 2
Cr -1.44653 -1.01295 0.63351
Cl 3.90338 -5.72805 1.89819
C 2.74169 -4.57525 1.36072
C 2.77199 -4.15249 0.01919
C 1.87576 -3.22949 -0.45155
C 0.89330 -2.68629 0.40208
O 0.07549 -1.77750 -0.06006
C 0.86700 -3.11739 1.75196
C -0.02504 -2.53817 2.68635
O -0.87625 -1.65498 2.42759
C 1.80666 -4.06771 2.21444
H 3.52222 -4.57141 -0.63787
H 1.89806 -2.90861 -1.48411
H 0.03790 -2.85218 3.73196
H 1.77667 -4.37795 3.25115
S -2.59482 -3.19724 0.68095
C -3.56493 -3.13818 -0.72493
N -4.87587 -2.96724 -0.72429
C -5.43905 -2.97400 -2.07164
C -4.17094 -3.00257 -2.95130
N -3.11972 -3.26963 -1.97090
H -5.39519 -2.89655 0.13436
H -6.03485 -2.07974 -2.24359
H -6.06481 -3.85339 -2.22374
H -3.99810 -2.04625 -3.44613
H -4.21258 -3.79025 -3.70043
H -2.13335 -3.22445 -2.16308
Cl -2.97261 0.80845 4.06359
Si -3.12379 -0.28034 2.33849
Cl -2.89008 -0.16708 -0.80443
Cl -5.01257 -1.04869 2.49032
F -1.36004 7.43197 1.62505
C -0.64019 6.65387 2.44847
F -1.23857 6.66988 3.64425
F 0.56074 7.23538 2.58815
C -0.50600 5.25973 1.89442
C 0.10867 5.09776 0.65771
C 0.24379 3.83379 0.11621
C -0.24508 2.72371 0.80637
C -0.84427 2.89849 2.04734
C -0.97813 4.16533 2.59682
P 0.01739 1.01768 0.25178
C 1.69492 0.69393 0.87361
C 2.86067 0.93605 0.15693
C 4.09805 0.66580 0.72336
C 4.16985 0.16988 2.01532
C 3.01402 -0.02682 2.76012
C 1.78433 0.23448 2.18687
C 5.49151 -0.18205 2.64136
F 5.57516 -1.50721 2.85953
F 6.52876 0.16255 1.87407
F 5.64549 0.41776 3.83008
C 0.10515 1.08540 -1.55820
C -0.81335 1.87975 -2.24359
C -0.88504 1.84175 -3.62456
C -0.04207 0.99910 -4.33234
C 0.86857 0.19234 -3.66376
C 0.93561 0.23060 -2.28150
C -0.16171 0.92033 -5.82948
F -0.49253 2.09931 -6.36862
F -1.12169 0.04230 -6.18318
F 0.97451 0.51364 -6.40684
H 0.48528 5.96071 0.12448
H 0.73783 3.71436 -0.83824
H -1.20786 2.04355 2.59974
H -1.44830 4.29657 3.56120
H 2.82185 1.33643 -0.84755
H 5.00263 0.84380 0.15916
H 3.08030 -0.38337 3.77992
H 0.88281 0.08938 2.76990
H -1.49092 2.52552 -1.70116
H -1.59469 2.46694 -4.14917
H 1.52691 -0.45947 -4.22182
H 1.63664 -0.41331 -1.76901
*
```

(3)
# C31H22ClFO19

A 5-piece molecular cluster, C31H22ClFO19 overall (ωB97M-V with the def2-TZVPD basis set, the OMol25 dataset).

Kohn-Sham gap = 0.2862 Ha

Structure (ORCA input):
```
! wB97M-V def2-TZVPD RIJCOSX def2/J DEFGRID3
* xyz 0 1
C -4.79339 -4.95673 1.68741
C -5.51996 -5.07600 0.32095
C -4.72572 -4.48451 -0.87230
Cl -5.55589 -5.06933 -2.39967
C -4.62054 -2.96974 -0.86888
C -3.47017 -2.29050 -0.91332
F -2.25561 -2.78879 -1.01340
C -3.82955 -0.80164 -0.83910
O -3.23269 0.11742 -0.46323
O -5.13957 -0.72100 -1.32828
C -5.71151 -1.88940 -0.80448
O -6.78093 -2.02694 -0.37566
H -4.62199 -3.91180 2.01494
H -5.43843 -5.45736 2.43903
H -3.81693 -5.47379 1.73599
H -5.67795 -6.14861 0.09217
H -6.47734 -4.52718 0.38540
H -3.69668 -4.87970 -0.94828
C -0.05782 1.37335 0.34437
C 0.22598 2.55558 -0.21444
C 1.55259 3.21598 -0.01527
O 1.76134 4.28066 -0.56382
C 2.53388 2.54738 0.83585
C 2.24895 1.36844 1.39624
C 0.93163 0.69377 1.17503
O 0.72768 -0.38972 1.69397
O 3.12754 0.72788 2.18436
O -0.65756 3.20952 -0.97976
H -1.01265 0.88451 0.20622
H 3.48165 3.04278 0.98552
H 2.68097 -0.09608 2.45827
H -0.20925 4.03410 -1.25910
C -0.27126 8.17813 -2.95199
C 0.02175 9.35773 -3.50987
C 1.35524 10.00978 -3.31023
O 1.57946 11.07464 -3.85486
C 2.33070 9.33278 -2.46042
C 2.03578 8.15437 -1.89997
C 0.71413 7.49201 -2.12137
O 0.51144 6.41317 -1.59964
O 2.90486 7.50489 -1.11429
O -0.85827 10.01608 -4.27498
H -1.22918 7.69605 -3.08982
H 3.28336 9.82113 -2.31011
H 2.45267 6.67990 -0.83983
H -0.40339 10.83399 -4.55442
C -3.16851 -7.74929 4.58137
C -2.52626 -8.78856 5.12590
C -1.25800 -8.60751 5.90105
O -0.72199 -9.58248 6.39260
C -0.71748 -7.25706 6.02734
C -1.35808 -6.21855 5.47984
C -2.64014 -6.39679 4.72819
O -3.19509 -5.41763 4.26351
O -0.88750 -4.96855 5.57572
O -2.98244 -10.04102 5.00801
H -4.08599 -7.86721 4.02150
H 0.20772 -7.14095 6.57429
H -1.53047 -4.40723 5.10113
H -2.34218 -10.60077 5.48865
C 6.02923 1.81414 -4.36394
C 5.41702 2.61483 -3.48491
C 5.13049 2.16783 -2.08586
O 4.58776 2.94108 -1.31874
C 5.51392 0.81204 -1.70447
C 6.12309 0.00989 -2.58441
C 6.43446 0.46610 -3.97593
O 7.00641 -0.29535 -4.73311
O 6.48592 -1.23927 -2.26811
O 5.02995 3.85537 -3.80820
H 6.24376 2.12604 -5.37659
H 5.28546 0.49521 -0.69580
H 6.90461 -1.60308 -3.07214
H 4.61693 4.22156 -3.00184
*
```

(4)
# C31H23N3O2STi

C31H23N3O2STi as an isolated structure (ωB97M-V with the def2-TZVPD basis set, the OMol25 dataset).

<S²> = 0.7538
Kohn-Sham gap (spin up / spin down) = 0.2564 / 0.2600 Ha

Structure (ORCA input):
```
! wB97M-V def2-TZVPD RIJCOSX def2/J DEFGRID3
* xyz 1 2
Ti 0.28291 -1.64658 -0.09316
C 4.27538 -0.57592 1.66540
C 3.84355 0.47524 2.46495
C 2.50053 0.81456 2.49823
C 1.59269 0.07847 1.73756
C 2.00369 -0.99280 0.91938
C 3.36529 -1.29287 0.90067
C 0.14553 0.41480 1.75584
C -0.32920 1.71001 2.07703
C -1.66333 1.97207 2.00585
C -2.58033 0.95179 1.64947
C -3.97264 1.16762 1.55794
C -4.80628 0.14397 1.20082
C -4.27820 -1.13517 0.93837
C -2.93311 -1.37146 1.03082
C -2.05783 -0.32339 1.37264
N -0.70421 -0.55487 1.41439
H 5.32724 -0.83004 1.63882
H 4.55365 1.02877 3.06449
H 2.17510 1.62749 3.13438
H 3.73773 -2.09153 0.26702
H 0.37830 2.48674 2.32361
H -2.03894 2.96698 2.21190
H -4.36003 2.15495 1.77431
H -5.87197 0.30798 1.12521
H -4.94491 -1.94200 0.66514
H -2.54371 -2.36998 0.86155
C 3.36316 6.09827 -3.08710
C 2.73553 6.98604 -2.04696
O 3.23818 7.99411 -1.64370
S 1.04526 6.63893 -1.49922
C 0.89482 4.88072 -1.65159
C 1.73288 4.02578 -0.93789
C 1.56961 2.65645 -1.01970
C 0.53713 2.12211 -1.79568
C -0.31258 2.97604 -2.49953
C -0.12652 4.34623 -2.43287
C 0.33778 0.70564 -1.81548
C 0.20509 -0.51112 -1.77912
H 4.42706 6.31953 -3.11764
H 2.91186 6.34779 -4.04921
H 3.19206 5.04124 -2.90582
H 2.51458 4.44154 -0.31404
H 2.22980 1.99210 -0.47556
H -1.10985 2.56193 -3.10155
H -0.77336 5.00868 -2.99243
N -3.36193 -6.94865 -1.13224
C -2.91372 -5.67719 -1.12045
O -3.51658 -4.74504 -1.61074
C -1.59263 -5.41428 -0.43849
C -0.92788 -6.27160 0.42775
C 0.25185 -5.86921 1.04081
C 0.73233 -4.60267 0.78065
N 0.09821 -3.77554 -0.06577
C -1.02530 -4.17128 -0.67224
H -4.22701 -7.12951 -1.61589
H -2.80362 -7.73332 -0.85148
H -1.32955 -7.24979 0.65979
H 0.78171 -6.51983 1.72053
H 1.63289 -4.21630 1.24090
H -1.50815 -3.48264 -1.36066
*
```

(5)
# C31H24BCoN2O2P

C31H24BCoN2O2P as an isolated structure (ωB97M-V with the def2-TZVPD basis set, the OMol25 dataset).

relative energy (zero: lowest compared OMol25 entry of this formula, charge and spin) = 0.00 kJ/mol
<S²> = 3.7693
Kohn-Sham gap (spin up / spin down) = 0.2346 / 0.2417 Ha

Structure (ORCA input):
```
! wB97M-V def2-TZVPD RIJCOSX def2/J DEFGRID3
* xyz 0 4
Co 14.80414 11.65230 8.51618
C 14.35866 13.29679 13.54501
C 15.53787 12.55291 13.18909
C 15.56638 11.61446 12.20682
C 14.33629 11.26010 11.51938
C 13.17128 11.99061 11.82618
C 13.21536 12.98683 12.83359
P 14.27349 10.19422 10.08040
C 15.34049 8.83550 10.34304
C 15.12077 7.95300 11.42888
C 16.14844 7.15677 11.84794
C 17.34510 6.97728 11.07524
C 17.47156 7.73713 9.88911
C 16.41893 8.57367 9.49494
C 13.68993 13.19468 8.54118
C 14.47629 14.34388 8.78076
C 14.06804 15.63786 8.67768
C 12.89661 15.84486 7.96789
C 12.04202 14.78048 7.98399
C 12.36956 13.43367 8.30182
H 14.35205 14.04761 14.31124
H 16.42505 12.77408 13.77182
H 16.50408 11.24626 11.81385
H 12.23916 11.80058 11.25154
H 12.32529 13.55120 13.02893
H 14.14622 7.98666 11.91163
H 16.03369 6.56151 12.75832
H 18.14649 6.24662 11.30909
H 18.23724 7.57957 9.09729
H 16.46440 9.11907 8.57682
H 15.51269 14.16532 9.05620
H 14.64895 16.54080 9.01232
H 12.66235 16.85510 7.57385
H 10.95593 14.94276 7.77758
N 17.47173 12.25847 5.64938
C 16.26087 12.37204 6.22643
N 16.33030 12.11436 7.51994
C 17.72389 11.93169 7.84298
C 18.25837 11.47777 9.04925
C 19.61216 11.03646 8.87726
C 20.39863 11.23451 7.75903
C 19.79109 11.59983 6.52017
C 18.46250 11.98692 6.63722
H 17.77229 12.51270 4.68478
H 15.29461 12.67003 5.69811
H 17.69219 11.14977 9.89506
H 20.06404 10.41224 9.68824
H 21.49598 11.03786 7.78759
H 20.21638 11.43700 5.53152
O 10.57843 11.53518 8.83206
B 11.40267 12.27945 7.99780
O 11.11188 11.90836 6.68877
C 10.08519 10.93413 6.70713
C 9.31280 10.43583 5.69624
C 8.22594 9.60378 6.10304
C 7.84920 9.52306 7.42534
C 8.68567 9.98201 8.47748
C 9.77904 10.69450 8.01474
H 9.69623 10.51508 4.69797
H 7.73759 8.87162 5.44738
H 6.86462 9.14928 7.61090
H 8.46917 9.83051 9.52312
*
```

(6)
# C31H24F3Ge

C31H24F3Ge as an isolated structure (ωB97M-V with the def2-TZVPD basis set, the OMol25 dataset).

Kohn-Sham gap = 0.2041 Ha

Structure (ORCA input):
```
! wB97M-V def2-TZVPD RIJCOSX def2/J DEFGRID3
* xyz 1 1
F -1.24435 0.01483 3.70293
C -0.50350 1.04708 3.19078
C -0.83006 2.33990 3.62415
C -0.02284 3.34974 3.10490
F -0.20581 4.62482 3.59278
C 0.97012 3.12437 2.15163
C 1.34718 1.80676 1.79582
C 2.61381 1.62947 1.06122
C 2.92539 0.57053 0.10385
C 4.03863 0.76874 -0.74519
C 4.62610 -0.26231 -1.48858
C 4.12221 -1.56211 -1.38706
C 2.95691 -1.73174 -0.64573
F 2.48509 -3.01387 -0.50214
C 2.24573 -0.69180 -0.04413
C 0.52322 0.76126 2.28955
H -1.64312 2.54303 4.32862
H 1.46648 3.97588 1.67449
H 3.26400 2.53490 1.03844
H 4.40903 1.79501 -0.86991
H 5.46485 -0.05147 -2.16801
H 4.59401 -2.40538 -1.90980
H 1.20865 -0.85822 0.27744
H 0.68202 -0.27977 1.99433
H 3.61681 1.14198 2.44780
Ge 4.40079 0.57835 3.76138
C 3.42963 0.92267 5.40557
C 3.56390 0.09895 6.54187
C 2.81341 0.38709 7.69359
C 1.92879 1.46928 7.71516
C 1.82797 2.29882 6.59443
C 2.62095 2.07196 5.47118
C 4.65177 -1.34047 3.63695
C 5.76907 -1.98058 4.21133
C 5.92275 -3.36848 4.05770
C 4.98832 -4.11071 3.33024
C 3.86581 -3.47161 2.79571
C 3.64990 -2.11163 3.01708
C 6.14751 1.39532 3.93994
C 6.76095 1.56305 5.19801
C 8.02837 2.16399 5.27630
C 8.68784 2.58148 4.11558
C 8.09734 2.36504 2.86667
C 6.84363 1.75191 2.76780
H 4.24861 -0.75476 6.54924
H 2.92333 -0.25075 8.57251
H 1.32836 1.66709 8.60061
H 1.13786 3.14102 6.58739
H 2.61645 2.79862 4.65595
H 6.51177 -1.42070 4.78833
H 6.78546 -3.86121 4.50857
H 5.12824 -5.18047 3.18810
H 3.14072 -4.02980 2.20618
H 2.70125 -1.66455 2.71122
H 6.27647 1.22223 6.11873
H 8.49183 2.30255 6.25419
H 9.65776 3.06850 4.18895
H 8.61058 2.67373 1.95759
H 6.41496 1.54188 1.78402
*
```

(7)
# C31H24N5O2PtS3

C31H24N5O2PtS3 as an isolated structure (ωB97M-V with the def2-TZVPD basis set, the OMol25 dataset).

relative energy (zero: lowest compared OMol25 entry of this formula, charge and spin) = 0.00 kJ/mol
Kohn-Sham gap = 0.1926 Ha

Structure (ORCA input):
```
! wB97M-V def2-TZVPD RIJCOSX def2/J DEFGRID3
* xyz 1 1
Pt 0.82066 -0.15544 0.41080
C 0.11192 4.16478 0.17358
O 0.12764 3.54853 -1.16040
C 0.37520 2.27909 -0.93252
N 0.34350 1.85176 0.28550
C -0.16159 2.98781 1.11217
C 0.45148 3.13136 2.47062
C -0.37392 3.40200 3.55405
C 0.17541 3.59325 4.81246
C 1.54686 3.49258 4.99240
C 2.37283 3.21266 3.91125
C 1.82708 3.04138 2.65012
C 0.66597 1.35296 -2.04765
C 0.75833 1.60300 -3.40483
C 1.06802 0.53172 -4.23873
C 1.29042 -0.74182 -3.72081
C 1.17905 -0.90580 -2.35250
N 0.86314 0.12779 -1.57426
C 1.38208 -2.11136 -1.52056
N 1.26499 -2.02378 -0.24136
C 1.39836 -3.37673 0.32819
C 1.99852 -4.13486 -0.87359
O 1.68706 -3.27913 -2.03214
C 0.07950 -3.94647 0.81630
C -1.10226 -3.21792 0.83002
C -2.26991 -3.78855 1.31933
C -2.26490 -5.08935 1.79549
C -1.08599 -5.82261 1.78186
C 0.07944 -5.25286 1.29696
H -0.65528 4.93081 0.18177
H 1.09798 4.60107 0.33272
H -1.23807 2.83098 1.21521
H -1.44888 3.46453 3.41746
H -0.47239 3.81348 5.64974
H 1.97540 3.63080 5.97633
H 3.44187 3.12734 4.05258
H 2.47581 2.81415 1.81090
H 0.59536 2.59806 -3.79351
H 1.14577 0.69290 -5.30495
H 1.54340 -1.57805 -4.35687
H 2.10243 -3.32774 1.15926
H 1.54498 -5.10362 -1.05252
H 3.08330 -4.21239 -0.83468
H -1.12628 -2.19875 0.46801
H -3.18266 -3.20725 1.33113
H -3.17427 -5.53177 2.17906
H -1.07191 -6.83746 2.15591
H 0.99740 -5.83128 1.31013
S -4.13896 1.52758 3.95053
C -2.68181 0.75899 3.95001
S -1.88039 0.26836 2.47135
C -0.45000 -0.13668 3.37541
N -0.59120 -0.03085 4.64504
N -1.85011 0.42705 4.96852
C -2.11109 0.60491 6.36720
C -3.36098 0.30939 6.88880
C -3.58023 0.47502 8.24791
C -2.56124 0.91986 9.07628
C -1.30851 1.19069 8.54433
C -1.07668 1.03310 7.18768
S 1.03764 -0.67073 2.64792
H -4.15147 -0.04076 6.24317
H -4.55463 0.24804 8.65909
H -2.73968 1.04621 10.13571
H -0.50471 1.52241 9.18810
H -0.10028 1.21423 6.76371
*
```